The following is a quantum chemistry calculation of a structure of composition C5H5FO9PbZn, from the OMol25 dataset.

Each line ends with the natural charge from an NBO analysis.
Geometry (Å):
Pb 0.8247 2.3975 -3.1092  1.84
Zn 3.5960 1.0528 -0.9658  1.71
O 0.0383 0.5567 1.2779  -0.60
C 0.8088 1.1563 0.3868  1.01
O 0.3674 1.6075 -0.6293  -0.86
O 2.0280 0.9250 0.4882  -0.83
H -0.7536 0.6312 0.7403  0.49
O 3.6615 5.0277 -0.9924  -0.57
C 3.5104 3.7069 -0.9308  0.99
O 2.8318 3.0675 -1.7260  -0.96
O 4.0792 2.9736 -0.1093  -0.76
H 4.1909 5.0797 -0.1933  0.53
C -2.3961 -2.1506 -0.1635  -0.12
C -1.9613 -2.5373 1.2141  0.43
O -2.9794 -3.3439 1.5948  -0.38
C -3.3378 -4.0791 0.5040  0.96
O -3.9471 -5.1434 0.5827  0.09
O -2.8172 -3.5056 -0.5465  -0.38
F -2.0440 -1.4220 1.8720  -0.28
H -1.5545 -1.6226 -0.6120  0.23
H -3.1957 -1.4385 0.0403  0.25
H -0.9502 -2.9395 1.2770  0.20

The multiplicity is 2. As for the total charge: +3. The total energy is -80041.2776 eV. The largest force on an atom comes out at 8.27 eV Å⁻¹. For the LUMO energy (alpha / beta), the calculation gives -13.41 / -14.74 eV. The HOMO-LUMO gap (alpha / beta) comes out at 6.91 / 5.57 eV. Its expectation value of S² is 0.75.